Below is a structure of composition C3H8N4, with properties calculated with wB97M-V/def2-TZVPD.

Summary:
Energy relative to the best compared isomer or geometry (same formula, charge and spin) = 185.3 kcal per mole
HOMO level = -8.415 eV
Orbital gap = 8.99 eV
Energy = -9193.59826 eV

The geometry in XYZ format:
```
15
Properties=species:S:1:pos:R:3:forces:R:3:mulliken_charge:R:1
C -0.392750 -1.318324 -0.345169 0.30 -3.41 1.45 -0.670
C 0.034846 0.091865 -0.202467 -0.25 -1.47 3.95 0.223
C 0.829376 0.528826 3.030909 -0.19 1.03 -0.21 -0.298
H -1.708064 -1.365495 0.025366 4.34 -0.19 -1.29 0.188
H -0.170034 -1.584129 -1.852690 -0.81 0.58 5.06 0.386
H 0.449183 -1.934706 0.594115 -3.21 1.44 -3.31 0.254
H -0.176596 1.806754 -1.393165 -0.75 -2.56 1.23 0.289
H -1.317315 0.139323 -3.015138 1.27 0.40 1.05 0.239
H 0.431584 0.567243 -3.034269 -2.97 -1.65 1.24 0.267
H 0.838843 0.093246 4.011059 -0.09 -0.06 0.52 0.297
H 1.200943 1.629501 2.894860 -0.50 -2.25 0.05 0.277
N -0.458639 0.758582 -1.232342 0.54 5.36 -2.76 -0.130
N -0.426812 0.100214 -2.455331 2.09 1.66 -4.23 -0.553
N 0.550539 0.666889 0.877983 -1.94 -1.47 -1.50 -0.439
N 0.314897 -0.179791 2.096278 2.18 2.58 -1.25 -0.330
```
Forces are in eV/Å.



Below is an isolated molecule of C10H15BrSi, with properties calculated with wB97M-V/def2-TZVPD.

Summary:
Energy relative to the best compared isomer or geometry (same formula, charge and spin) = 0.0 kcal per mole
SMILES string = CC(C)[Si@@](C)(Br)c1ccccc1
HOMO level = -9.499 eV
Orbital gap = 10.25 eV
Energy = -88533.74307 eV

The geometry in XYZ format:
```
27
Properties=species:S:1:pos:R:3:forces:R:3:mulliken_charge:R:1
C -0.139844 -1.266222 -1.642466 -0.49 -2.75 -2.38 -1.368
C 1.174726 -0.981240 -0.990136 0.85 -0.99 0.90 0.490
C 1.549197 -2.271646 -0.112909 1.54 1.29 1.40 -1.464
Si 1.048336 0.442494 0.261411 0.67 0.48 1.94 0.412
C 1.199903 0.012892 2.214271 0.72 -0.09 -0.79 -1.293
Br 2.959787 1.658222 -0.178812 -0.67 -0.19 0.21 -0.387
C -0.482584 1.527243 0.236538 0.92 0.12 -1.28 0.302
C -1.637489 1.113033 0.836278 -1.71 -1.04 0.54 0.188
C -2.799323 1.893614 0.835472 -1.13 0.17 0.47 -0.713
C -2.770183 3.060714 0.070583 -1.45 -0.21 1.04 -0.172
C -1.684636 3.395776 -0.681974 0.15 0.65 0.03 -0.745
C -0.518117 2.676903 -0.536963 2.07 0.40 -1.52 -0.287
H -0.522615 -2.164649 -1.125906 -0.25 0.25 -0.48 0.362
H -0.921496 -0.563929 -1.549727 -0.67 1.24 -0.10 0.410
H -0.058115 -1.587336 -2.774969 -0.11 0.79 2.15 0.255
H 2.001004 -0.918631 -1.785786 -1.06 0.49 1.52 0.442
H 0.780605 -2.800536 0.561012 0.73 1.27 -1.26 0.329
H 2.412811 -1.920441 0.597681 -1.30 -1.13 -1.25 0.281
H 1.935055 -2.965055 -0.846652 0.17 -0.59 0.21 0.479
H 0.950313 0.754604 2.962491 -0.23 1.25 -0.62 0.399
H 0.575778 -0.774000 2.648921 0.41 -0.71 -0.70 0.367
H 2.282391 -0.117921 2.408578 -0.52 -0.63 -0.06 0.363
H -1.688522 0.077375 1.166901 -0.02 0.23 0.67 0.324
H -3.772328 1.648676 1.402354 1.88 0.06 -0.96 0.264
H -3.610075 3.770124 0.048304 0.14 -0.66 0.07 0.324
H -1.892552 4.269278 -1.276283 0.97 0.20 -0.46 0.352
H 0.450374 2.906070 -1.098669 -1.62 0.13 0.72 0.087
```
Forces are in eV/Å.



Below is an isolated molecule of C5H9NO2S, with properties calculated with wB97M-V/def2-TZVPD.

Summary:
Energy relative to the best compared isomer or geometry (same formula, charge and spin) = 88.5 kcal per mole
SMILES string = O=C(O)[C@H]1CCSCN1
HOMO level = -8.695 eV
Orbital gap = 9.18 eV
Energy = -21747.82151 eV

The geometry in XYZ format:
```
18
Properties=species:S:1:pos:R:3:forces:R:3:mulliken_charge:R:1
O 2.538444 1.348060 0.086542 0.41 -6.55 -0.13 -0.592
C 2.068186 0.130991 -0.061225 -1.06 6.07 -0.48 0.162
O 2.691055 -1.108493 -0.266221 0.51 4.96 0.95 -0.400
C 0.617299 0.239316 -0.360370 -3.10 -2.44 1.08 0.565
C -0.049264 -1.170352 0.029957 3.13 -1.58 0.55 -0.703
C -1.478380 -1.372341 0.607428 1.88 3.45 -2.42 -0.805
S -2.509917 -0.080731 -0.402089 0.45 -0.63 0.55 -0.173
C -1.643711 1.505492 -0.020717 0.26 0.21 0.56 -0.465
N -0.180858 1.239450 0.383424 -1.20 0.13 -0.92 -0.462
H 3.518290 -0.569880 -0.202483 1.24 -1.83 -0.29 0.371
H 0.608442 0.283540 -1.488860 -0.23 0.38 0.87 0.165
H 0.896222 -1.924285 0.413823 -3.15 2.03 0.01 0.309
H -0.052130 -1.530926 -0.931894 -0.70 -1.63 -2.31 0.380
H -1.475364 -0.981624 1.585639 -0.59 -0.53 1.45 0.387
H -1.794566 -2.349238 0.310128 -0.61 -0.42 0.54 0.403
H -2.111194 2.023011 0.958234 0.97 -1.01 -2.49 0.310
H -1.835887 2.161139 -1.022660 0.65 -1.34 2.43 0.280
H 0.193337 2.156868 0.381349 1.13 0.73 0.04 0.268
```
Forces are in eV/Å.



Below is a structure of composition C33H23N6O9S2Sc, with properties calculated with wB97M-V/def2-TZVPD.

Summary:
Energy relative to the best compared isomer or geometry (same formula, charge and spin) = 21.7 kcal per mole
Charge = -2
HOMO level = -2.145 eV
Orbital gap = 6.59 eV
Energy = -104343.18791 eV

The geometry in XYZ format:
```
74
Properties=species:S:1:pos:R:3:forces:R:3:mulliken_charge:R:1
Sc -0.235967 0.209024 -0.000908 -0.05 -0.03 -0.01 0.418
O 0.219614 4.591813 1.383757 -0.01 -0.01 0.02 -0.770
C 0.408383 3.363294 1.337489 0.06 0.03 0.05 -0.078
N -0.129626 2.484254 0.496024 0.09 -0.21 0.15 0.860
C -1.117140 2.997919 -0.378615 -0.13 -0.10 0.12 0.068
C -0.953225 4.093857 -1.208015 -0.06 0.12 -0.11 -0.290
C -2.000649 4.506978 -2.027709 -0.09 -0.12 0.05 -0.854
C -3.214012 3.826674 -2.000012 0.12 0.01 0.06 -0.660
C -3.385179 2.716404 -1.176640 -0.02 0.14 -0.18 -0.581
C -2.332116 2.281656 -0.383002 0.28 0.12 0.02 0.100
N -2.286810 1.109050 0.373580 -0.14 -0.09 0.03 0.357
C -3.381456 0.606009 0.921118 -0.01 -0.06 0.02 -0.101
O -4.543476 1.043604 0.929888 0.01 0.01 -0.01 -0.856
C -3.101439 -0.687204 1.654146 0.02 0.06 -0.05 0.402
C -4.127432 -1.327022 2.339195 0.00 -0.01 0.00 -0.676
C -3.847044 -2.508847 2.997097 0.04 0.00 -0.01 -0.305
C -2.553652 -3.009457 2.939026 -0.05 0.01 0.01 -1.083
C -1.600116 -2.303355 2.225999 0.05 -0.01 0.01 -0.263
N -1.859416 -1.159900 1.598346 -0.05 0.07 0.04 0.599
C 1.321962 2.801330 2.412999 -0.04 0.01 -0.03 0.427
C 1.345066 3.447081 3.649327 0.00 0.00 0.00 -0.976
C 2.184502 2.965264 4.633907 0.01 -0.01 0.00 -0.253
C 2.998021 1.875612 4.348270 -0.02 0.03 0.00 -0.917
C 2.919221 1.309996 3.087260 0.01 -0.02 0.01 -0.316
N 2.087550 1.751691 2.143086 0.04 0.05 -0.03 0.248
H -0.013324 4.629124 -1.192064 -0.01 0.00 0.01 0.467
H -1.871745 5.365094 -2.678138 0.00 0.01 0.00 0.343
H -4.033337 4.154824 -2.630531 0.00 0.00 0.00 0.349
H -4.319800 2.176998 -1.154656 0.00 -0.01 0.00 0.439
H -5.105397 -0.867456 2.323909 0.00 -0.01 0.00 0.506
H -4.620461 -3.035885 3.544669 0.00 0.00 0.00 0.392
H -2.276868 -3.933108 3.430059 0.00 0.00 0.00 0.450
H -0.588138 -2.671974 2.157502 0.01 0.02 -0.01 0.310
H 0.708273 4.308532 3.789106 0.00 0.01 0.01 0.469
H 2.211385 3.432936 5.612071 0.00 0.00 0.00 0.377
H 3.673282 1.461559 5.085813 0.00 0.00 0.00 0.404
H 3.529916 0.457034 2.814397 -0.01 0.04 0.02 0.560
O -1.108586 0.197085 -1.832274 0.14 -0.09 0.16 0.529
C -0.799071 0.096513 -3.083327 -0.07 -0.07 0.08 0.036
C -1.702105 -0.501638 -3.989253 -0.02 -0.01 -0.04 -0.817
C -1.404042 -0.620938 -5.327301 0.01 0.01 0.01 -0.471
C -0.188726 -0.152280 -5.833457 -0.01 0.00 0.02 -0.866
C 0.704018 0.440030 -4.961194 0.00 0.01 0.00 -0.893
C 0.416991 0.586326 -3.603064 0.10 0.05 -0.03 0.594
C 1.359398 1.252423 -2.712205 0.03 -0.09 -0.06 0.069
N 1.418537 1.196589 -1.396427 0.04 0.01 0.01 1.364
C 2.489663 1.970154 -1.012193 -0.07 0.08 -0.02 -0.551
C 3.067777 2.528528 -2.103964 0.11 -0.12 0.00 -1.112
N 2.358447 2.046056 -3.184583 -0.09 0.09 0.04 -0.072
H -2.630138 -0.876883 -3.577594 0.00 0.00 0.00 0.409
H -2.115739 -1.099629 -5.991277 0.00 0.00 0.00 0.378
H 0.060465 -0.270944 -6.880382 0.00 0.00 0.00 0.358
H 1.667708 0.768275 -5.338649 -0.01 -0.01 -0.02 0.372
H 2.751909 2.053164 0.026724 -0.01 0.02 0.03 0.234
H 3.908908 3.189320 -2.213205 0.01 -0.01 0.00 0.426
H 2.443177 2.340608 -4.138443 0.01 0.01 0.00 0.225
O 3.295816 -1.327990 1.303258 -0.06 0.02 -0.04 -0.803
S 2.059815 -1.726924 1.935543 0.00 0.03 -0.15 1.621
O 2.128817 -1.878154 3.375744 0.01 -0.03 0.05 -0.818
O 0.888516 -0.905509 1.566418 -0.07 0.11 -0.29 0.095
C 1.755176 -3.409859 1.328007 0.00 0.10 0.04 -0.295
C 2.207008 -4.397972 2.201067 -0.01 -0.05 -0.02 -0.664
C 2.141620 -5.740034 1.865361 0.02 0.04 0.04 -0.598
C 1.620564 -6.112507 0.637287 -0.02 -0.04 -0.04 -0.544
C 1.164157 -5.139707 -0.234803 -0.01 0.01 0.01 -0.753
C 1.217695 -3.787318 0.094145 -0.02 0.01 -0.01 -0.215
S 0.446816 -2.695690 -1.122042 -0.01 -0.04 0.10 1.646
O -0.910901 -2.512950 -0.624646 0.09 -0.07 -0.02 -0.740
O 0.567131 -3.410004 -2.371763 0.01 0.00 -0.02 -0.781
O 1.184254 -1.429522 -1.072780 -0.13 0.00 0.00 -0.679
H 2.606407 -4.083122 3.154653 0.00 0.00 0.00 0.505
H 2.498630 -6.488138 2.563639 0.00 0.00 0.00 0.364
H 1.565255 -7.157798 0.355775 0.00 0.00 0.00 0.364
H 0.755259 -5.402939 -1.200528 0.00 -0.01 0.00 0.519
```
Forces are in eV/Å.



no.,largest force on an atom (eV/A)
1,6.056
2,3.665
3,6.559
4,0.317